Density functional theory data (ωB97M-V/def2-TZVPD) for the molecule C6H10O at a distorted geometry.

Last columns: bonded neighbours and bond lengths (Å).
Geometry (Å):
1 O -1.6734 -0.2044 -0.9158  C2 1.440, C7 1.431
2 C -1.2313 0.8179 -0.0036  O1 1.440, C5 1.528, C6 1.523, H11 1.093
3 C 0.9343 0.4263 0.3388  C4 1.459, C5 1.500, C6 1.850, H14 1.134
4 C 1.8244 -0.5272 -0.3139  C3 1.459, H8 1.093, H10 1.095, H17 1.092
5 C 0.1081 1.4341 -0.4045  C2 1.528, C3 1.500, H13 1.094, H15 1.092
6 C -0.6822 -0.2440 0.9405  C2 1.523, C3 1.850, C7 1.510, H16 1.099
7 C -1.2511 -1.2488 -0.0332  O1 1.431, C6 1.510, H9 1.096, H12 1.096
8 H 2.6771 0.0467 -0.6871  C4 1.093
9 H -2.0935 -1.8504 0.3273  C7 1.096
10 H 1.3213 -0.9604 -1.1851  C4 1.095
11 H -2.0406 1.5044 0.2600  C2 1.093
12 H -0.5412 -1.9304 -0.5165  C7 1.096
13 H 0.2382 2.4708 -0.0810  C5 1.094
14 H 0.8994 0.5059 1.4695  C3 1.134
15 H 0.2649 1.3707 -1.4838  C5 1.092
16 H -0.9766 -0.3296 1.9956  C6 1.099
17 H 2.2001 -1.3324 0.3208  C4 1.092

Calculated values
HOMO energy: -8.34 eV
ΔE to the lowest compared entry with this formula, charge and spin: 73.0 kcal per mole
Lowest unoccupied orbital energy: 0.0404 hartree
SMILES: C[C@H]1C[C@H]2OC[C@@H]12
Kohn-Sham gap: 0.3470 Ha
Calculated total energy: -309.72604 hartree